(1)
Formula: C2H6NOS
Source: the OMol25 dataset
Level of theory: ωB97M-V/def2-TZVPD

Output
Gap between HOMO and LUMO (alpha / beta) in eV: 6.996 / 8.153
Total energy in Eh: -607.46787
Energy above the lowest of the compared OMol25 structures with the same formula, charge and spin in kJ/mol: 554.5
Highest occupied orbital energy (alpha / beta) in eV: -12.65 / -12.82

The geometry in ORCA input format:
```
! RIJCOSX wB97M-V def2-TZVPD def2/J DEFGRID3
* xyz 1 1
C 1.19139 -2.44251 -1.35053
C -0.58641 0.22885 -0.55797
N -0.08117 0.91584 0.66375
O 2.20311 -3.72156 -2.87282
S 1.21304 -2.65801 -2.95017
H 1.20566 -3.22455 -0.54552
H -1.57653 -0.22464 -0.36731
H -0.37722 0.69532 -1.44809
H 0.33216 0.18254 1.32137
H -0.75402 1.49464 1.09041
H 0.74554 1.47963 0.46286
*
```



(2)
Formula: C4H30N2O12
Source: the OMol25 dataset
Level of theory: ωB97M-V/def2-TZVPD

Output
Gap between HOMO and LUMO in eV: 9.960
Total energy in Eh: -1182.75206
Energy above the lowest of the compared OMol25 structures with the same formula, charge and spin in kJ/mol: 380.0
Highest occupied orbital energy in eV: -9.83

The geometry in ORCA input format:
```
! RIJCOSX wB97M-V def2-TZVPD def2/J DEFGRID3
* xyz 0 1
C -1.07470 -0.97075 -1.83415
N -0.51373 -0.73575 -0.45413
C 0.20608 0.35110 -0.09469
O 0.74439 0.32760 1.01974
C 0.29347 1.60985 -0.96354
N -1.02095 2.09793 -1.47551
C 1.11285 2.77495 -0.22157
O 0.21351 3.76963 0.18963
H -0.94479 -0.20958 -2.57241
H -2.23093 -1.21081 -1.89092
H -0.58578 -1.91718 -2.28058
H -0.55592 -1.49878 0.36605
H 0.93904 1.34509 -1.78498
H -1.37293 2.75676 -0.84546
H -1.04202 2.44208 -2.43049
H 1.66322 2.43373 0.66711
H 1.87880 3.39021 -0.86793
H -0.46109 3.44034 0.97201
O -3.58105 0.82745 -0.29144
H -3.47789 0.00131 0.17955
H -2.66013 0.89732 -0.70243
O -1.86143 2.09227 1.43948
H -2.70959 2.01912 1.12958
H -1.77990 1.68392 2.36945
O -2.67619 -3.19412 -0.25779
H -3.04393 -3.92453 0.29020
H -3.00407 -2.46782 0.26171
O 3.25572 -1.41003 -1.31587
H 3.48548 -1.09268 -0.52133
H 4.06080 -1.60898 -1.86127
O -2.99176 -1.30678 1.85750
H -3.46488 -1.11901 2.72362
H -2.02960 -1.23988 2.05054
O 2.70257 1.40869 2.66966
H 1.76698 1.01964 2.39695
H 2.59346 2.41018 2.70899
O 1.40394 -0.47239 -5.08539
H 2.19142 -0.56224 -4.48245
H 1.03205 -1.33341 -5.13981
O 0.57200 -3.31745 0.15352
H 0.07324 -2.98954 -0.58759
H 1.52264 -3.15346 -0.02192
O -0.45440 -1.47413 2.54481
H 0.06424 -2.10342 2.01583
H 0.11820 -0.62507 2.40080
O 3.74290 -0.80691 1.41504
H 2.82155 -0.58467 1.55212
H 4.10752 0.12470 1.38506
*
```



> The highest energy above the lowest of the compared OMol25 structures with the same formula, charge and spin belongs to which entry?

C2H6NOS